Entry 1:
C6H13O4V | ωB97M-V/def2-TZVPD

The geometry in ORCA input format:
```
! wB97M-V def2-TZVPD RIJCOSX def2/J DEFGRID3
* xyz -1 4
V 3.15468 -1.58892 -1.22206
O 2.54754 0.06730 -1.98287
O 2.75821 -0.47240 0.59629
O -3.07009 -0.12380 0.34284
O -0.89856 2.05573 -1.35581
C -2.41201 0.26710 -0.82505
C -1.58180 1.48722 -0.52492
C -3.75150 -1.35045 0.22694
C 1.96128 0.65846 0.28290
C 2.28916 1.11824 -1.13043
C 2.52987 -1.00419 1.88268
H -3.05411 -2.15926 -0.05607
H -3.12443 0.51061 -1.63696
H -4.55277 -1.29212 -0.52779
H 1.37232 1.72628 -1.46385
H 3.14670 -1.90661 1.98325
H 2.81704 -0.27692 2.65783
H -1.80609 1.96964 0.45419
H 1.46894 -1.27453 2.00593
H -1.73632 -0.52605 -1.20243
H 2.14075 1.45689 1.02289
H 3.14359 1.82742 -1.07897
H -4.19076 -1.58080 1.20371
H 0.84835 0.41116 0.34775
*
```

Properties
**Orbital gap (spin up / spin down)**: 3.699 / 2.855 eV

Atom charges from the natural (NBO) analysis, given in e for atoms 1 to 6: -0.12 -0.98 -0.60 -0.54 -0.51 -0.19

=====

Entry 2:
C11H16N | ωB97M-V/def2-TZVPD

The geometry in ORCA input format:
```
! wB97M-V def2-TZVPD RIJCOSX def2/J DEFGRID3
* xyz -1 1
N 1.40055 1.00725 -1.58450
C 3.09681 -1.80496 0.57938
C 0.18582 1.80519 -1.27982
C -2.20179 -1.58276 -1.30284
C -1.27099 2.07572 1.61976
C -1.62459 0.83797 0.65817
C -1.21085 -0.46305 -1.70222
C -2.87989 -1.47892 0.09772
C -0.92112 0.73891 -0.72382
C -2.62537 -0.28114 1.07483
C 1.81113 -1.01939 0.01250
C 2.05938 0.53727 -0.33202
H 1.00954 -1.03774 0.85139
H -2.04386 2.22146 2.45198
H 1.62476 1.19380 0.52561
H 3.97740 -1.14324 0.87289
H 0.35464 2.66542 -0.53881
H -0.68987 -0.53353 -2.70923
H -2.34859 -2.43996 -2.03845
H -0.28913 2.25852 -2.22255
H 3.19665 0.73505 -0.37245
H 2.72669 -2.45454 1.46395
H -0.28841 1.77704 2.15782
H 3.40104 -2.56892 -0.23688
H -1.03089 3.04091 1.05448
H -3.13894 -0.21734 2.10187
H -3.58214 -2.32063 0.40244
H 1.30199 -1.54839 -0.88118
*
```

Properties
**Orbital gap**: 5.342 eV

Atom charges from the natural (NBO) analysis, given in e for atoms 1 to 6: -0.81 -0.63 -0.26 -0.27 -0.66 -0.07

=====

Entry 3:
C38H30BBiBr2IN7O2S | ωB97M-V/def2-TZVPD

The geometry in ORCA input format:
```
! wB97M-V def2-TZVPD RIJCOSX def2/J DEFGRID3
* xyz 0 1
Bi -0.03519 0.11854 0.20946
I 1.56162 0.09833 -3.81302
Br 7.46025 1.20108 1.02958
Br -3.43297 0.88026 6.23443
S -5.11806 -1.42145 -2.76088
O -1.22110 -2.29063 -1.79448
O -2.14029 -2.48546 0.27416
N -2.35648 2.29842 -3.02554
N 2.73762 -0.04476 -0.82627
N 1.10091 2.73149 2.25856
N 0.60617 3.03469 4.38187
N -1.91176 1.88697 -0.88414
N 1.25898 -1.69667 0.97143
N -4.22433 0.03170 -0.85310
C 3.60112 1.81415 -0.36743
C 3.50481 0.93060 -1.58742
C -1.19075 2.99813 -1.29153
C -1.15495 0.14202 2.19984
C 0.00909 5.11698 -2.58999
C -2.50923 -3.57162 -0.47505
C 1.25904 -3.67755 2.32573
C 5.92346 0.49969 -1.28705
C 3.28852 -1.09071 -0.27942
C -0.65516 -0.33784 3.40505
C 1.88948 1.91434 3.02908
C -2.36816 0.83312 2.21947
C 1.60061 2.09350 4.34800
C 4.74947 1.82239 0.39749
C 2.57764 -1.90767 0.63630
C -1.45425 3.26461 -2.64520
C -3.05721 1.04497 3.40565
C 2.63306 1.56663 -2.66122
C -5.06320 -0.91115 -1.10480
C -3.48928 -5.61972 -1.10529
C -2.11926 -4.41822 -2.70952
C 3.25226 -3.02528 1.19149
C 0.64004 -2.59317 1.76846
C -0.31388 3.80648 -0.57196
C -2.52913 0.55071 4.58387
C 5.87080 1.12855 -0.01409
C 0.27046 4.86677 -1.23628
C -2.59707 1.50764 -1.93888
C -3.55971 0.41749 -1.98726
C 2.62028 -3.88434 2.04001
C -2.91183 -5.50900 -2.36546
C -1.34148 -0.15342 4.59975
C 4.83380 0.46627 -2.08458
C -1.94011 -3.45619 -1.74070
C -0.85270 4.31982 -3.31886
C -3.29178 -4.65024 -0.12608
C 0.34564 3.38998 3.10000
C -3.91774 -0.26145 -3.11852
B -1.34176 -1.69620 -0.54623
H -0.38236 4.13984 2.83390
H 1.86797 2.19821 -2.22012
H -5.71027 -1.35926 -0.36522
H 1.98745 1.63472 5.24045
H -0.40983 -2.41056 1.95132
H -2.75199 2.18626 -3.94168
H 3.15235 -4.71808 2.47881
H -3.51026 -0.16354 -4.11184
H 4.28981 -3.17055 0.92188
H -4.10224 -6.48177 -0.87833
H -0.94128 -0.53505 5.53015
H 4.31387 -1.38815 -0.50020
H -3.72508 -4.73645 0.86115
H 2.61702 1.25600 2.57895
H -3.07642 -6.29381 -3.09164
H 0.95680 5.51024 -0.70173
H 0.71233 -4.34610 2.97434
H 6.86752 0.09226 -1.62617
H 4.87696 0.05333 -3.08578
H -1.66305 -4.31966 -3.68515
H 2.72615 2.37784 -0.07182
H 0.15106 3.38209 5.20726
H -1.04228 4.50634 -4.36796
H 4.76657 2.39129 1.31865
H -2.78056 1.21131 1.29346
H -0.08763 3.57896 0.46068
H 0.28747 -0.86745 3.43821
H 3.23072 2.13996 -3.36431
H -3.99196 1.58980 3.41466
H 0.50152 5.95089 -3.07218
*
```

Properties
**Orbital gap (spin up / spin down)**: 4.979 / 5.918 eV

Atom charges from the Löwdin analysis, given in e for atoms 1 to 6: 1.71 0.75 0.68 0.70 1.03 0.12

=====

Entry 4:
C3H11NO | ωB97M-V/def2-TZVPD

The geometry in ORCA input format:
```
! wB97M-V def2-TZVPD RIJCOSX def2/J DEFGRID3
* xyz 0 1
O -0.20502 -1.49287 -0.84059
N -0.60368 0.70191 0.48240
C -1.06128 0.10907 1.77021
C 0.79216 1.27135 0.33904
C 0.66984 -1.33474 -1.94877
H 0.67735 2.36174 0.53888
H 0.89683 1.17184 -0.73849
H -1.62366 0.96148 2.24922
H 0.03524 -1.74917 -2.68588
H 1.20511 -0.44984 -2.08612
H -1.88890 -0.64211 1.67793
H -0.39837 -0.36735 2.47799
H -1.22232 1.41873 0.12097
H -0.35221 -0.58398 -0.49918
H 1.60330 0.80493 0.79745
H 1.47563 -2.18096 -1.65505
*
```

Properties
**Orbital gap**: 9.752 eV
**SMILES**: CNC.CO

Atom charges from the natural (NBO) analysis, given in e for atoms 1 to 6: -0.78 -0.66 -0.43 -0.41 -0.27 0.18

=====

What did the fourth record say?
C3H11NO | ωB97M-V/def2-TZVPD

The geometry in ORCA input format:
```
! wB97M-V def2-TZVPD RIJCOSX def2/J DEFGRID3
* xyz 0 1
O -0.20502 -1.49287 -0.84059
N -0.60368 0.70191 0.48240
C -1.06128 0.10907 1.77021
C 0.79216 1.27135 0.33904
C 0.66984 -1.33474 -1.94877
H 0.67735 2.36174 0.53888
H 0.89683 1.17184 -0.73849
H -1.62366 0.96148 2.24922
H 0.03524 -1.74917 -2.68588
H 1.20511 -0.44984 -2.08612
H -1.88890 -0.64211 1.67793
H -0.39837 -0.36735 2.47799
H -1.22232 1.41873 0.12097
H -0.35221 -0.58398 -0.49918
H 1.60330 0.80493 0.79745
H 1.47563 -2.18096 -1.65505
*
```

Properties
**Orbital gap**: 9.752 eV
**SMILES**: CNC.CO

Atom charges from the natural (NBO) analysis, given in e for atoms 1 to 6: -0.78 -0.66 -0.43 -0.41 -0.27 0.18